# 1
Entry from the Open Molecules 2025 dataset: a 3-piece molecular cluster, C32H72F2NO4P2S2 overall in a non-equilibrium geometry (ωB97M-V/def2-TZVPD).

Calculated values
orbital gap	9.89	eV
ΔE to the lowest compared entry with this formula, charge and spin	0.000	eV
E	-3296.8053	Ha
HOMO level	-11.683	eV
total charge	+1

Each line ends with the Löwdin charge.
Atoms and positions in Å:
C  -3.10557  2.59957  0.59544  -0.100
C  -2.28913  1.93733  1.65849  -0.279
C  -2.68264  0.50061  1.94323  -0.263
C  -1.87397  -0.08007  3.07193  -0.257
P  -1.99907  -1.87600  3.21002  0.996
C  -3.61856  -2.32095  3.82722  -0.268
C  -4.69352  -2.42331  2.76423  -0.256
C  -6.07453  -2.76097  3.39531  -0.242
C  -6.29981  -4.25808  3.49743  -0.098
C  -0.73114  -2.44673  4.32725  -0.290
C  0.68130  -1.95384  4.05180  -0.241
C  1.52840  -2.36316  5.26018  -0.258
C  2.99991  -2.08954  5.08888  -0.103
C  -1.68844  -2.71343  1.65822  -0.259
C  -1.80821  -4.21234  1.91736  -0.256
C  -1.99649  -4.99035  0.62310  -0.262
C  -2.38570  -6.43216  0.84705  -0.101
H  -2.77201  3.61965  0.42398  0.077
H  -4.16756  2.50776  0.81521  0.082
H  -2.94448  2.07493  -0.35596  0.069
H  -2.33343  2.44437  2.63206  0.122
H  -1.21377  1.96566  1.43338  0.108
H  -2.58975  -0.14166  1.05689  0.107
H  -3.74936  0.41967  2.18758  0.111
H  -2.24715  0.19420  4.07082  0.114
H  -0.83128  0.22476  3.04122  0.094
H  -3.95822  -1.52083  4.49209  0.110
H  -3.60208  -3.27497  4.35629  0.108
H  -4.48387  -3.19009  2.00912  0.106
H  -4.80379  -1.49872  2.19058  0.098
H  -6.81702  -2.29501  2.74778  0.108
H  -6.12218  -2.28078  4.37563  0.108
H  -5.33303  -4.75448  3.67547  0.067
H  -6.65358  -4.69381  2.56464  0.080
H  -6.93464  -4.54373  4.33118  0.076
H  -0.79999  -3.53494  4.39777  0.105
H  -1.05035  -2.11719  5.33107  0.115
H  0.67345  -0.87680  3.91861  0.103
H  1.00527  -2.46008  3.14017  0.105
H  1.37055  -3.42598  5.45086  0.116
H  1.14826  -1.73114  6.07318  0.115
H  3.63349  -2.55399  5.83333  0.075
H  3.21387  -1.01961  4.98935  0.083
H  3.31034  -2.42678  4.08969  0.060
H  -0.65673  -2.47700  1.36270  0.103
H  -2.31712  -2.35356  0.84370  0.096
H  -2.66903  -4.41525  2.56310  0.093
H  -0.88772  -4.54131  2.40163  0.121
H  -1.07396  -4.96856  0.04640  0.116
H  -2.78400  -4.48066  0.06609  0.109
H  -2.71491  -6.90125  -0.08171  0.078
H  -3.30967  -6.46371  1.44414  0.074
H  -1.60370  -7.01076  1.32738  0.081
C  -0.37804  6.29649  -3.64270  -0.101
C  -0.58430  4.93935  -4.26178  -0.275
C  -0.30621  3.74528  -3.36270  -0.246
C  1.07076  3.14353  -3.62974  -0.261
P  1.54053  1.84591  -2.46537  1.006
C  0.12527  0.77944  -2.26068  -0.270
C  -0.37186  0.18477  -3.60177  -0.219
C  -1.24698  -1.03364  -3.28300  -0.264
C  -1.67412  -1.85813  -4.51028  -0.094
C  3.02035  1.06235  -3.11985  -0.268
C  4.01431  2.00097  -3.75287  -0.261
C  5.39182  1.34408  -3.86905  -0.247
C  6.26345  2.07389  -4.88251  -0.108
C  1.90485  2.70219  -0.93574  -0.266
C  2.76182  3.94793  -0.95012  -0.242
C  3.58915  4.09341  0.34337  -0.228
C  2.71992  4.57789  1.53301  -0.102
H  0.67048  6.58830  -3.67218  0.077
H  -0.67890  6.28493  -2.58815  0.073
H  -1.00382  7.06008  -4.09873  0.077
H  0.07684  4.86806  -5.14601  0.111
H  -1.50892  4.83221  -4.83995  0.112
H  -1.16448  3.07614  -3.34790  0.099
H  -0.26049  4.17651  -2.35046  0.101
H  1.79400  3.96012  -3.61426  0.103
H  1.13880  2.71201  -4.63695  0.112
H  -0.58981  1.50477  -1.84655  0.085
H  0.37015  0.02677  -1.51299  0.077
H  0.50588  -0.07024  -4.19114  0.103
H  -1.05651  0.91766  -4.03634  0.110
H  -2.10178  -0.73019  -2.66923  0.110
H  -0.65345  -1.73431  -2.68430  0.095
H  -0.81495  -2.05728  -5.15041  0.076
H  -2.38097  -1.31083  -5.14479  0.074
H  -2.15223  -2.77878  -4.18572  0.071
H  2.63562  0.33742  -3.84468  0.100
H  3.47889  0.46772  -2.33098  0.082
H  4.05363  3.00497  -3.33788  0.090
H  3.63654  2.16163  -4.77497  0.118
H  5.21441  0.32483  -4.21102  0.117
H  5.89066  1.37159  -2.89825  0.119
H  5.89938  1.81996  -5.88365  0.077
H  7.28271  1.68820  -4.84040  0.075
H  6.29680  3.15642  -4.78413  0.075
H  2.39758  1.96053  -0.29371  0.066
H  0.99810  2.90981  -0.35413  0.106
H  2.17009  4.86518  -1.06561  0.112
H  3.47156  4.03419  -1.77760  0.088
H  4.36150  4.85003  0.22505  0.108
H  4.00139  3.13692  0.66852  0.105
H  2.21472  3.73527  2.02140  0.063
H  1.97758  5.32602  1.25379  0.070
H  3.35988  4.97843  2.32129  0.072
N  2.47627  -0.75513  -0.50882  -0.315
S  3.30700  -0.67318  0.87081  0.469
O  4.63798  -0.29074  0.67348  -0.234
O  3.00092  -1.61467  1.88287  -0.265
F  2.56786  0.65511  1.38952  -0.216
S  2.50267  -2.28113  -0.97162  0.465
O  1.41432  -3.05844  -0.46188  -0.294
O  3.76863  -2.88008  -1.08412  -0.233
F  2.05909  -2.01741  -2.49799  -0.198



# 2
Entry from the Open Molecules 2025 dataset: a 6-piece molecular cluster, C18H38O16Si overall in a non-equilibrium geometry (ωB97M-V/def2-TZVPD).

Calculated values
structure (SMILES)	C=CC[SiH2]O.COC(=O)OC.COC(=O)OC.COC(=O)OC.COC(=O)OC.COC(=O)OC
orbital gap	8.82	eV
ΔE to the lowest compared entry with this formula, charge and spin	0.000	eV
E	-2201.9750	Ha
HOMO level	-8.382	eV

Each line ends with the Löwdin charge.
Atoms and positions in Å:
C  3.97614  -6.10750  1.08196  -0.037
C  3.83840  -4.83083  0.67091  -0.235
C  2.60698  -4.27510  0.00083  -0.295
Si  0.94652  -5.15597  0.16416  0.572
O  -0.05545  -4.16382  1.06470  -0.272
H  4.78245  -6.75768  0.76048  0.051
H  3.22696  -6.55723  1.72491  0.034
H  4.64348  -4.10932  0.81206  0.092
H  2.40881  -3.24823  0.32840  0.055
H  2.87647  -4.25143  -1.05773  0.080
H  1.00202  -6.44939  0.87337  -0.031
H  0.34790  -5.37342  -1.16666  -0.027
H  0.29049  -4.15716  1.96802  0.055
C  -1.72721  -1.93698  -0.13233  -0.039
O  -0.77567  -1.32869  -1.01847  0.013
C  -0.48654  -0.06274  -0.74411  -0.628
O  -0.94206  0.58495  0.16688  0.097
O  0.39712  0.36885  -1.64177  0.009
C  0.80965  1.72966  -1.47592  -0.019
H  -1.84041  -2.95997  -0.47310  0.089
H  -1.34532  -1.93591  0.88379  0.081
H  -2.68735  -1.42629  -0.18260  0.104
H  1.28858  1.87110  -0.50856  0.085
H  -0.03825  2.40411  -1.57270  0.089
H  1.52196  1.93200  -2.26956  0.096
C  1.20014  6.38680  -5.54733  -0.035
O  2.50251  6.64720  -5.01163  0.007
C  2.93062  5.73403  -4.14418  -0.627
O  2.32488  4.75193  -3.79888  0.114
O  4.14199  6.09041  -3.72240  0.006
C  4.72628  5.18986  -2.77612  -0.037
H  0.99278  7.20611  -6.22835  0.093
H  1.19053  5.44229  -6.08737  0.097
H  0.45662  6.36559  -4.75326  0.098
H  4.84831  4.20077  -3.21322  0.096
H  4.11269  5.12455  -1.87974  0.097
H  5.69699  5.60879  -2.53044  0.093
C  -6.46618  4.13997  -2.84002  -0.042
O  -5.14681  4.38421  -2.34546  0.000
C  -4.66400  3.40850  -1.57216  -0.627
O  -5.24359  2.39313  -1.28497  0.123
O  -3.44226  3.75144  -1.18025  0.010
C  -2.79722  2.78322  -0.33636  -0.037
H  -6.72083  5.00612  -3.44322  0.092
H  -6.48631  3.24111  -3.45318  0.096
H  -7.17200  4.03933  -2.01784  0.096
H  -2.69172  1.83800  -0.85612  0.082
H  -3.36732  2.63913  0.57900  0.105
H  -1.81936  3.18693  -0.09950  0.088
C  2.34218  -0.03394  1.58909  -0.030
O  3.50355  0.76101  1.85828  0.011
C  4.60972  0.05747  2.09614  -0.624
O  4.69048  -1.14398  2.10121  0.116
O  5.60708  0.90722  2.32804  0.006
C  6.86424  0.27916  2.60214  -0.036
H  1.53138  0.66897  1.42276  0.080
H  2.49322  -0.64468  0.69988  0.095
H  2.10855  -0.67061  2.44029  0.102
H  7.18366  -0.32388  1.75462  0.097
H  6.79535  -0.34268  3.49228  0.097
H  7.56805  1.08861  2.76824  0.093
C  -7.16057  -3.28282  4.38234  -0.038
O  -6.18427  -3.35443  3.33882  0.005
C  -4.95796  -3.66334  3.75637  -0.626
O  -4.63418  -3.87658  4.89588  0.122
O  -4.15163  -3.69563  2.69700  0.007
C  -2.79083  -4.01829  3.00057  -0.037
H  -8.09543  -3.02554  3.89428  0.093
H  -7.25513  -4.24313  4.88532  0.097
H  -6.89396  -2.51354  5.10426  0.097
H  -2.72331  -5.00804  3.44911  0.102
H  -2.36434  -3.27537  3.67349  0.102
H  -2.25836  -4.00840  2.05562  0.060



# 3
Entry from the Open Molecules 2025 dataset: C3H3HoO2 as an isolated structure in a non-equilibrium geometry (ωB97M-V/def2-TZVPD).

Calculated values
orbital gap (spin up / spin down)	4.80 / 3.38	eV
E	-1212.5240	Ha
HOMO level (spin up / spin down)	-26.947 / -26.947	eV
total charge	+4
spin multiplicity	5

Each line ends with the Löwdin charge.
Atoms and positions in Å:
O  -1.82529  -0.48184  -2.84898  0.405
C  -2.34945  -0.38203  -1.86251  -0.015
H  -3.51363  -1.37663  -0.82995  0.207
C  -2.84868  -0.47443  -0.52591  0.068
H  -2.07580  -0.12451  0.17693  0.128
H  -3.60235  0.31273  -0.35468  0.161
C  0.05066  -1.91826  0.08268  0.246
Ho  3.69818  -2.85035  0.23464  2.840
O  1.16818  -2.11968  0.13396  -0.041